[1]
52
Properties=species:S:1:pos:R:3 method="wB97M-V/def2-TZVPD" total_energy_ha=-3796.2788 lumo_ev=1.62 homo_lumo_gap_ev=5.30 mol_weight_g_mol=537.97 total_charge=-1 fmax_ev_per_a=3.04 homo_energy_ev=-3.6830
Sr -0.16395 0.10361 -1.34064
Br -0.67380 2.04460 5.01441
O -0.26577 -0.15288 -3.80042
O -1.47260 -2.35951 4.09359
O -1.17320 -0.25128 3.37009
C -0.94098 2.55392 0.14644
C -1.31929 -1.12253 4.26148
C 0.07717 -0.21148 -6.35049
C 1.39078 -2.05653 0.34442
C 0.34950 1.14269 -8.79227
C -1.00169 0.61634 6.20165
C 0.69727 1.62810 1.46132
C 0.49749 -1.77219 1.41678
C 0.31650 2.77467 -0.50484
C -0.97074 0.91657 7.58192
C -0.69049 1.86728 1.35840
C -1.36122 -1.41088 8.09352
C 1.33012 2.14731 0.29327
C 0.63204 -2.63055 -0.72008
C -0.13485 -0.95907 -5.12114
C -0.82078 -2.09777 1.00039
C 0.58924 -0.87547 -7.48805
C -1.41017 -1.70095 6.73194
C -1.14723 -0.09896 8.53396
C -1.23796 -0.70832 5.74424
C -0.14564 1.81759 -7.66174
C 0.70810 -0.21410 -8.70153
C -1.43228 -0.86590 -4.38871
C -0.74520 -2.64196 -0.32459
C -0.29230 1.14254 -6.44955
H 0.87635 -1.91729 -7.38729
H 2.39965 2.12573 0.08663
H -2.20736 -0.19723 -4.78073
H 0.76506 -1.43674 2.42001
H 0.47354 3.36823 -1.41698
H -1.49097 -2.20953 8.82722
H -0.80623 1.93097 7.92820
H 2.47726 -1.94878 0.37863
H -0.42171 2.87723 -7.73484
H -1.10989 0.12599 9.60290
H 1.20798 1.19868 2.32758
H -1.57139 -3.09229 -0.88979
H 0.46454 -1.86073 -4.99932
H -1.58144 -2.74200 6.44767
H -1.91376 2.91968 -0.19900
H 1.04445 -3.08428 -1.63776
H -0.66788 1.66817 -5.57026
H -1.69928 -2.03110 1.63815
H 1.07439 -0.74962 -9.58120
H -1.75144 -1.76002 -3.84719
H -1.42080 1.62086 2.13653
H 0.44453 1.67156 -9.74595

---

[2]
80
Properties=species:S:1:pos:R:3 method="wB97M-V/def2-TZVPD" smiles=OCCO.OCCO.OCCO.OCCO.OCCO.OCCO.OCCO.OCCO total_energy_ha=-1842.0499 lumo_ev=0.08 homo_lumo_gap_ev=10.01 mol_weight_g_mol=496.54 fmax_ev_per_a=3.01 homo_energy_ev=-9.9320 e_above_lowest_ev=2.5332
O -1.08756 1.69208 4.70946
O 5.13871 3.97814 0.30217
O 0.57436 -3.64856 -2.60845
O -0.09502 -4.98151 5.61856
O 2.27544 3.06113 -0.03308
O -0.81002 3.00801 -5.57726
O 0.71063 -2.73944 -5.50690
O -1.91970 -2.53625 0.70621
O 0.95509 1.44177 -3.86732
O 0.82545 1.04007 -1.24860
O -3.70966 2.32257 -1.78132
O 0.48608 -1.17396 1.53989
O -4.64727 -1.46242 -0.16092
O 0.19378 -5.92917 2.82967
O -0.21513 -0.14894 6.91819
O -3.27062 2.85433 0.90481
C 0.82907 2.89274 -3.75631
C -2.80988 3.82455 -0.11144
C 0.37948 -4.53907 3.23627
C 3.41795 2.29595 0.45747
C 1.62782 -2.84676 -3.19173
C 0.85133 -0.22471 -0.63946
C 0.34242 3.56464 -5.07303
C -3.39679 -1.11756 -0.59147
C 0.41180 -0.01299 0.82947
C 1.86001 -3.11842 -4.72306
C -0.59155 -4.31355 4.42341
C 4.40721 3.23590 1.18197
C -2.50485 -2.39496 -0.56246
C -2.63193 3.13187 -1.42942
C 0.17668 0.99352 4.74576
C 0.16697 -0.28623 5.52121
H 0.43401 -5.93047 1.90021
H 1.10525 3.47664 -5.84663
H 0.10340 -4.04403 -3.34562
H 0.08314 4.60870 -4.89751
H -0.69804 3.02446 -6.53056
H -0.72310 -3.23939 4.55369
H -1.90435 4.35660 0.18017
H 1.42262 -4.26457 3.39309
H -3.46745 3.31828 1.72189
H 2.55816 -3.03549 -2.65606
H 1.16696 -0.71657 5.46737
H 0.15350 -0.85511 -1.19058
H -0.63272 0.29617 0.86806
H 0.80218 -4.68884 5.79459
H -3.50000 1.91930 -2.62690
H -0.03005 -3.95316 2.41341
H 2.68364 -2.46631 -5.01374
H 1.06867 0.63633 1.40828
H 0.13199 -3.50440 -5.46671
H -2.89153 -0.27537 -0.11867
H 0.15696 1.05879 -4.23866
H 1.40312 -1.79169 -3.03541
H -0.94365 2.63424 4.59448
H -0.46957 -0.98492 4.97830
H 1.73419 3.43204 -3.47701
H -1.67000 -2.20696 -1.23759
H 3.03678 1.53697 1.14067
H -1.73920 2.52681 -1.27127
H 0.12886 3.04324 -2.93464
H -0.34152 -1.59758 1.30065
H 5.09212 2.58567 1.72620
H -5.08623 -0.63006 0.02909
H -2.45544 -3.16548 1.19473
H -3.60970 4.56498 -0.12464
H 2.15595 -4.15889 -4.85702
H -2.95453 -3.30284 -0.96451
H 3.90084 1.77388 -0.36858
H 1.03037 0.97635 -2.18430
H 1.85554 -0.64421 -0.70001
H -1.10845 0.19966 6.87272
H 0.51359 0.80318 3.72676
H 0.97220 1.60210 5.17573
H 1.65508 2.40874 -0.36643
H 3.88163 3.85675 1.90752
H -1.57666 -4.65942 4.11030
H -3.54329 -0.81510 -1.62836
H -2.42862 3.82826 -2.24294
H 4.60303 4.59993 -0.19585

---

[3]
21
Properties=species:S:1:pos:R:3 method="wB97M-V/def2-TZVPD" smiles="CC(C)[Si@H](C)C(N)=S" total_energy_ha=-940.7175 lumo_ev=0.64 homo_lumo_gap_ev=8.65 mol_weight_g_mol=147.32 fmax_ev_per_a=4.09 homo_energy_ev=-8.0058 e_above_lowest_ev=0.0000
S -3.92549 0.14842 0.34074
Si -0.95285 -0.71298 0.71367
N -2.13603 1.64321 -0.87440
C -1.11308 -2.10084 -0.44824
C 1.32360 0.05679 -1.00459
C -2.34177 0.60542 -0.04573
C 0.90587 -0.06365 0.48374
C 1.01937 1.22068 1.19527
H 1.94328 1.69388 0.83353
H -1.09269 1.67342 -1.08552
H 1.11307 0.98976 2.26355
H -1.31539 -1.76811 -1.43262
H -2.74080 2.41414 -1.16511
H 1.47490 -0.94076 -1.37964
H 2.26835 0.65438 -1.02729
H -1.24904 -0.94632 2.18232
H 0.16469 1.84349 1.00746
H -2.00675 -2.68536 -0.13834
H -0.24593 -2.69114 -0.39300
H 0.62991 0.66852 -1.57249
H 1.60149 -0.72319 0.94409